63
Properties=species:S:1:pos:R:3:forces:R:3 method="wB97M-V/def2-TZVPD" orbital_gap_ev="4.972 / 6.536" charge=-1 e_homo_ev="-3.1 / -4.7" total_energy_ha=-3264.69474 relative_energy_kcal_mol=0.0 spin_multiplicity=3
Ti -0.2855 0.7329 -0.1107 0.223 0.216 0.506
O 4.3885 -4.9774 -1.9649 0.166 -0.694 -0.168
N 4.3385 -3.9594 -1.2777 -0.596 1.610 0.378
O 5.2802 -3.5590 -0.5554 0.142 -0.517 -0.219
C 3.1558 -3.1745 -1.3143 0.333 -0.811 -0.460
C 2.0395 -3.7306 -1.9467 -0.402 0.674 -0.058
C 0.8130 -3.0153 -1.9950 0.597 -0.709 -0.110
C -0.3449 -3.5288 -2.5837 -1.830 -0.549 -1.079
C -1.5642 -2.8153 -2.6647 2.117 -0.401 0.277
C -1.5815 -1.5376 -2.0905 0.169 -0.512 -0.157
N -0.4954 -1.0335 -1.4753 0.301 -0.408 0.503
C 0.6585 -1.7438 -1.4251 -0.287 0.673 0.327
C 1.8047 -1.1986 -0.7269 1.342 -0.041 0.063
N 1.6586 -0.0456 -0.0377 0.474 -0.077 -0.178
C 2.6747 0.5394 0.5912 -0.271 0.355 0.511
C 3.9717 0.0498 0.4918 -1.330 0.462 0.138
C 4.1212 -1.1332 -0.1409 1.349 -1.448 -1.035
C 3.0735 -1.8700 -0.7534 -0.732 1.242 1.033
H 2.1824 -4.6779 -2.4451 -0.299 -0.033 0.077
H -0.2725 -4.5291 -3.0369 -0.160 0.467 0.215
H -2.3918 -3.2681 -3.2003 -0.073 0.293 0.234
H -2.4767 -0.9328 -2.1173 0.054 0.173 0.070
H 2.4296 1.3712 1.2645 -0.056 -0.162 -0.606
H 4.8002 0.5599 0.9397 0.209 0.161 0.156
H 5.1245 -1.5391 -0.2160 -0.311 -0.092 0.059
S 0.3057 1.7949 -2.2987 -0.115 -0.397 0.114
C 1.1195 3.2460 -1.7950 0.890 1.649 -0.124
C 2.0119 3.9377 -2.6854 -0.333 0.133 1.650
C 2.6672 5.1185 -2.3006 -0.195 -0.566 0.088
C 2.4167 5.6699 -1.0309 -0.236 -1.101 -0.599
C 1.5732 5.0072 -0.1406 -0.055 -0.197 -1.213
C 0.9224 3.8121 -0.5101 -0.015 -0.014 0.064
S -0.1755 3.0350 0.6659 0.339 0.007 -0.339
H 2.2225 3.4811 -3.6258 0.059 -0.181 -0.591
H 3.4286 5.5657 -2.9619 -0.611 -0.168 0.303
H 2.9092 6.5755 -0.7647 0.251 0.563 0.345
H 1.3609 5.4443 0.8120 -0.049 0.060 0.505
N 0.6954 -2.1406 7.0219 0.023 -0.227 0.334
C 0.4588 -1.7481 5.9699 -0.124 0.343 -0.330
C 0.1993 -1.1896 4.6690 0.039 -0.533 0.411
C 0.3801 -1.9523 3.5362 -0.085 -0.773 -0.787
C 0.2194 -1.4311 2.2542 0.570 -0.497 0.318
C -0.0966 -0.0999 2.0420 -0.614 0.545 -0.465
C -0.3374 0.6301 3.2167 -0.227 0.429 -0.037
C -0.2067 0.1082 4.5093 -0.225 1.825 -0.774
H 0.6086 -2.9924 3.6598 0.306 -0.413 0.005
H 0.4647 -2.0692 1.4010 -0.180 -0.106 0.259
H -0.6250 1.6809 3.0900 0.099 -0.315 0.322
H -0.3842 0.7921 5.3319 0.063 -0.285 0.197
C -6.6907 0.5254 -0.2560 0.490 -0.510 1.205
C -5.1652 0.4582 -0.2034 -0.060 -0.090 0.120
C -4.3543 1.4576 -0.7474 -0.293 -0.218 0.487
C -3.0006 1.4851 -0.4945 -0.324 -0.566 -0.087
N -2.4020 0.4994 0.1682 -0.202 -0.162 0.403
C -3.1428 -0.5174 0.6376 0.004 -0.252 -0.248
C -4.5122 -0.5993 0.4645 0.008 1.250 -0.284
H -7.0334 1.4362 -0.7190 -0.062 0.336 -0.111
H -7.0962 0.4828 0.8142 0.449 -0.049 -1.548
H -7.0682 -0.3170 -0.8415 -0.147 0.011 0.240
H -4.7296 2.2739 -1.3176 -0.630 0.452 -0.253
H -2.3563 2.2879 -0.8217 -0.039 0.151 -0.156
H -2.6208 -1.3172 1.1513 0.186 0.176 0.002
H -5.0690 -1.4149 0.8903 -0.086 -0.182 0.099